(1)
Density functional theory data (wB97M-V/def2-TZVPD) for a cluster of 9 separate species, C52H123N5O12 in total at a distorted geometry.

Each line ends with the Mulliken charge.
Geometry (Å):
C1 1.73547 6.88388 -5.07018  -0.943
C2 -3.47128 2.09189 -2.47024  0.718
C3 -5.93974 -4.30229 -2.31062  -0.589
H1 -3.50579 -1.81187 -2.79759  0.082
H2 -1.53428 3.12463 1.88260  0.128
O1 -6.22269 -4.90198 6.75197  -0.311
C4 -2.51454 4.48927 -4.57463  -0.620
H3 -3.60792 -7.75739 -1.85867  0.290
H4 6.25220 1.98844 -3.22729  0.283
C5 1.84768 -3.61093 -1.74368  -1.258
H5 -6.89542 -4.33200 -1.80554  0.337
H6 3.42541 -5.06371 3.27645  0.439
H7 1.98730 -1.49569 -2.09651  0.453
N1 0.92674 -3.41359 3.64732  0.178
C6 -2.56982 -7.46950 -1.62268  -0.761
H8 5.07841 3.06661 -4.18320  0.002
H9 1.45075 0.25559 6.76281  0.272
H10 -6.79304 -2.65190 -3.38614  0.363
O2 0.27937 3.50283 1.02890  -0.036
H11 4.51969 2.71429 4.34273  0.300
H12 -3.46067 -2.03922 4.21092  0.133
H13 -3.53336 -0.36389 6.75613  0.428
C7 -0.60904 -2.65250 1.82798  -0.733
H14 -1.60620 4.91912 -4.99051  0.248
C8 -3.48526 -0.54898 5.71799  -0.580
O3 -4.87090 -4.45873 -1.38425  -0.090
C9 -6.55875 -4.13161 5.56417  -0.691
H15 4.59922 6.56302 -4.57370  0.304
H16 -8.16850 -5.39453 7.11758  0.306
C10 -0.56995 0.60976 0.86062  -1.513
C11 4.56275 -1.70431 -4.60319  -1.610
O4 -2.98649 3.49160 -5.43176  -0.274
H17 -7.13569 -3.23788 5.78654  0.367
H18 6.05512 -3.56961 -1.28539  0.373
C12 4.21702 2.68318 -0.32283  -1.013
H19 -4.98610 -0.72662 3.60432  0.289
H20 -2.18401 -8.33564 -0.99435  0.260
C13 -5.83838 -2.98089 -2.96045  0.058
H21 5.14738 1.06960 4.18370  0.174
H22 0.19884 -5.54208 5.66632  0.351
H23 1.25815 -0.25561 0.11692  -0.161
C14 -3.73172 -2.04287 5.30129  -0.407
N2 2.92359 6.41756 -5.88079  -0.006
H24 0.72000 4.15320 -0.93492  -0.152
H25 -4.77659 0.39510 0.73547  0.225
H26 -1.60202 3.81462 0.25383  0.291
H27 2.03518 4.48100 -6.24666  0.240
C15 0.92826 4.35847 0.15135  -0.045
H28 -3.61108 1.83521 -0.44961  0.075
H29 -3.45717 -5.03120 0.49707  0.193
H30 -5.24390 -3.73535 3.84415  0.177
H31 -5.43977 1.00437 3.52677  0.429
C16 2.51137 -2.43280 -2.40879  -0.677
H32 -3.50487 4.84102 -6.88340  0.379
C17 -0.21646 -3.56086 4.61309  -0.131
H33 -2.61533 1.50498 -2.35278  -0.704
O5 -2.42820 -6.23170 -0.88141  -0.222
H34 4.72834 3.46728 -0.78030  0.355
H35 0.63405 5.40865 0.22820  0.716
C18 4.31815 -2.28936 -0.87815  0.169
C19 1.87325 6.55999 -3.60183  -0.699
H36 -5.67419 -5.76790 -0.01782  0.289
H37 3.24627 -0.23489 1.62534  -0.191
C20 -3.53430 -2.56916 -3.57377  -0.371
C21 1.02406 1.04010 6.06604  -0.902
H38 1.56144 7.92370 -5.28868  0.381
H39 1.02434 -5.53249 3.61018  0.606
C22 0.62570 -2.37158 2.71083  1.446
H40 3.95740 -1.35880 -0.40147  -0.120
C23 2.44315 4.17052 0.35624  -1.143
C24 -7.28200 -5.04686 7.62552  -0.741
H41 -5.10090 -6.49937 -1.50756  0.344
H42 -3.28173 5.21952 -4.36989  0.409
H43 6.54661 -1.89075 -1.06588  0.405
N3 3.17882 1.15560 4.76301  0.291
H44 4.50746 -0.09999 2.80690  0.621
H45 -0.41391 1.71959 -1.56778  0.354
H46 4.94958 6.54594 -6.23046  0.395
C25 -1.03163 3.83102 1.17047  -1.008
H47 2.99828 -3.55134 2.48489  -0.081
H48 5.43503 1.12983 -1.08697  0.365
C26 -5.21659 -3.71973 4.98306  -0.165
H49 1.55251 -2.28751 2.09948  -0.993
H50 -1.54459 2.84119 -3.36547  0.316
H51 0.74763 -4.80906 1.97312  -0.052
H52 -1.11733 -3.95001 4.12017  0.307
H53 3.73351 4.95698 -8.00041  0.364
H54 0.98328 6.83173 -3.04751  0.520
H55 -2.95724 -3.42836 -3.27970  0.267
H56 2.91924 -5.06357 1.57403  0.323
H57 -1.54190 -0.43492 -1.61743  0.766
C27 2.14987 1.88694 5.55612  -0.439
H58 -1.53684 -2.39295 2.35582  -0.460
H59 -3.95286 1.91431 -3.45805  0.280
H60 -6.96763 -5.74186 8.41475  0.215
C28 -3.79811 3.91298 -6.52234  -0.855
H61 3.22720 -1.21067 3.10425  0.195
C29 4.02722 4.49151 -7.03230  -1.662
C30 -0.02949 -4.47384 5.83098  -1.320
C31 -4.73377 0.27203 3.89140  -0.418
H62 -0.99447 -4.39195 6.46029  0.296
H63 -3.61663 3.16540 -7.28473  0.259
C32 0.55628 0.60576 -0.03012  2.741
H64 5.75381 -1.74346 -2.82166  0.149
C33 4.31602 8.49364 -5.32790  -1.231
H65 3.00931 5.02263 -0.07890  0.499
H66 4.26545 9.00651 -6.26375  0.326
C34 4.27430 6.99523 -5.47792  -0.356
H67 -0.53733 -2.57049 4.94470  0.103
H68 3.42283 8.79514 -4.71087  0.249
H69 0.85455 6.33944 -5.40863  0.272
H70 -0.48664 -2.08966 0.93934  -0.197
H71 3.56420 -1.55459 -4.97012  0.433
H72 -6.96530 -4.79854 4.81286  0.363
O6 -4.52586 0.41644 5.26133  -0.476
H73 0.36935 1.69686 6.69345  0.410
C35 4.69936 -1.50396 -3.09717  0.430
H74 1.62627 0.77879 3.30369  -0.074
C36 5.38046 2.66319 -3.17544  -0.642
C37 0.13932 0.81365 -1.45579  -0.015
H75 3.35691 4.42600 -5.02149  -0.173
N4 -1.48500 0.69247 1.52838  0.079
H76 3.97794 3.40382 -7.06660  0.470
H77 5.35400 8.68313 -4.98198  0.371
C38 3.04360 4.95181 -5.95800  0.325
H78 5.21826 -0.97741 -5.20198  0.371
H79 -3.81409 -6.91532 0.60593  0.357
H80 6.10129 2.22365 6.11979  0.429
H81 -5.03989 -1.09017 -0.29163  0.042
H82 -2.54173 -0.35329 5.19721  0.269
H83 0.50914 0.54028 5.21708  0.004
H84 1.11868 1.48587 0.40808  -1.247
H85 -5.18730 2.48257 -1.12239  0.346
H86 -7.52123 -4.04134 7.96510  0.315
O7 -5.07263 -2.44448 5.51812  -0.299
H87 5.68265 3.60877 -2.68994  0.322
C39 -3.56438 -6.00841 0.02306  -0.339
H88 5.05577 -2.64375 -4.87769  0.367
C40 3.45249 -0.22813 2.66324  -1.039
H89 4.62891 2.43091 0.65636  0.288
H90 1.82632 -3.52183 -0.68072  -0.093
H91 -0.73903 -0.33558 -3.10596  0.617
H92 -0.22295 -1.29884 -1.64479  0.202
O8 -4.82528 -2.99258 -3.96387  -0.493
H93 2.66209 7.16291 -3.18842  0.378
H94 -5.52792 -2.22638 -2.20372  -0.254
O9 -3.10871 3.51856 -2.36553  -0.436
O10 2.83477 2.94432 -0.24873  0.502
C41 5.15576 1.71695 6.12409  -1.424
N5 3.90276 -2.41961 -2.23916  0.336
H95 -5.88556 -5.14646 -3.00315  0.372
H96 5.96873 -2.89155 0.32096  0.468
C42 5.82410 -2.63826 -0.74508  -1.850
H97 -1.96479 -7.45092 -2.56340  0.245
C43 -2.04292 3.79774 -3.22685  0.007
H98 -1.13698 4.75356 1.67682  0.505
O11 4.24980 2.13159 -2.64557  -0.091
H99 5.07749 4.64155 -6.75975  0.419
H100 1.79505 2.71376 4.90841  0.209
C44 2.76891 -4.62676 2.57348  -0.851
H101 3.90517 -3.07123 -0.32475  0.545
H102 4.56980 2.29163 6.86716  0.351
H103 0.96462 1.07989 -2.10144  0.288
C45 1.26308 -4.73538 2.95312  -0.180
H104 -6.37120 0.01440 -0.03575  0.273
H105 2.61575 2.39124 6.39047  0.411
C46 4.43716 1.56869 -1.30417  0.550
C47 4.48585 1.73309 4.75397  -0.192
H106 -4.39030 -4.34975 5.27543  0.330
H107 2.97009 1.88188 2.82793  -0.032
H108 5.25830 0.69633 6.43593  0.342
C48 -4.36190 1.76250 -1.26040  -0.356
C49 -5.28899 -0.06377 -0.15090  -0.396
H109 2.10296 5.45453 -3.46559  0.076
H110 4.56163 -0.47932 -2.69879  -0.039
H111 3.70478 0.77093 -1.24183  -0.754
H112 0.50406 -1.39046 3.21635  -0.183
H113 -0.73183 -3.68967 1.64958  0.854
C50 -4.88465 -5.71970 -0.77591  -0.602
H114 2.29798 -2.39921 -3.44830  0.503
H115 0.89201 -4.18825 6.42710  0.321
H116 -2.96317 -2.62537 5.83718  0.458
C51 -0.62077 -0.38118 -2.05512  -2.305
H117 -1.41318 4.54698 -2.72314  0.111
H118 2.23934 -4.64424 -2.06755  0.277
H119 0.78235 -3.62850 -2.02456  0.513
O12 -4.87238 0.44120 -1.38560  -0.279
H120 -3.80621 0.52843 3.32838  0.006
H121 -4.87883 4.02973 -6.23088  0.267
H122 -3.01006 -2.19274 -4.46486  0.306
H123 2.66480 4.21592 1.44122  0.098
C52 2.72109 0.92625 3.37914  0.181

Its multiplicity is 1. The highest occupied orbital energy comes out at -8.2 eV. The structure (SMILES) is CCN(CC)CC.CCN(CC)CC.CCN(CC)CC.CCN(CC)CC.COCCOCCOC.COCCOCCOC.COCCOCCOC.COCCOCCOC.CCCC#N. The value obtained for the energy relative to the best compared isomer or geometry (same formula, charge and spin) is 265.9 kJ/mol.



(2)
Density functional theory data (wB97M-V/def2-TZVPD) for the molecule C4H12N2.

Each line ends with the natural charge from an NBO analysis.
Geometry (Å):
H1 -0.78022 -0.91968 1.44261  0.205
H2 0.86831 -3.08200 -1.51088  0.361
H3 0.90468 -1.36746 1.33891  0.213
C1 0.46949 0.53249 0.46592  -0.216
N1 0.89965 -2.10593 -1.25458  -0.854
C2 0.10729 -0.90821 0.80128  -0.417
H4 -0.99665 -1.16597 -0.99473  0.163
N2 -0.65052 1.44048 0.72050  -0.617
H5 1.28097 0.87812 1.11375  0.190
H6 -0.76470 -2.65144 -0.13634  0.188
H7 0.97335 -1.58634 -2.11306  0.359
H8 0.42519 3.16020 0.27104  0.193
C3 -0.24247 -1.73513 -0.42882  -0.212
H9 -1.28843 3.40494 0.45649  0.198
C4 -0.53618 2.73068 0.04088  -0.414
H10 0.80005 0.58040 -0.57600  0.156
H11 -1.50784 1.00132 0.39583  0.340
H12 -0.68424 2.65164 -1.04290  0.165

Its multiplicity is 1. The highest occupied orbital energy comes out at -8.7 eV. The structure (SMILES) is CNCCCN. The value obtained for the energy relative to the best compared isomer or geometry (same formula, charge and spin) is 72.0 kJ/mol.



(3)
Density functional theory data (wB97M-V/def2-TZVPD) for the molecule C13H15F2N3O5 at a distorted geometry.

Each line ends with the natural charge from an NBO analysis.
Geometry (Å):
F1 6.09530 0.02131 -1.49866  -0.431
H1 -5.62063 -0.47237 -0.24172  0.258
O1 5.66099 -0.05424 0.71260  -0.535
C1 -1.87988 2.31139 -0.17773  -0.191
C2 2.02295 -0.24072 0.18560  -0.224
H2 -0.36183 0.51920 0.05550  0.383
C3 6.21209 -0.91604 -0.25429  0.795
H3 -2.17330 3.46577 -0.59934  0.191
C4 3.20978 -0.67998 0.50462  -0.291
C5 3.74938 1.68591 0.70786  -0.225
C6 1.52088 0.94517 0.34776  0.163
O2 -3.54215 0.80509 1.08013  -0.580
H4 -5.07100 0.49735 -1.96935  0.248
C7 2.53922 2.08360 0.47917  -0.228
H5 2.21191 3.06163 0.61117  0.250
F2 5.66948 -2.03971 -0.33065  -0.279
C8 -0.38565 2.50408 -0.02238  0.662
H6 -2.89490 -0.79140 -1.82819  0.233
H7 4.63901 2.50281 0.42962  0.229
H8 -2.82869 -3.89800 1.57697  0.423
N1 -3.15518 -1.83996 -0.22825  -0.596
N2 -2.06149 -3.18261 1.34756  -0.888
N3 0.23745 1.13878 0.17585  -0.583
H9 3.51784 -1.66112 0.32669  0.226
H10 -4.18123 -2.29008 0.15846  0.386
H11 -1.12862 -3.26582 1.57839  0.398
O3 -2.48231 1.44083 -0.85615  -0.502
H12 7.31061 -0.83253 0.05259  0.151
H13 1.11678 -1.11950 0.00634  0.207
O4 0.11696 3.55402 0.35628  -0.565
C9 -2.04985 -2.09197 0.40148  0.809
H14 -2.38379 2.41106 0.90861  0.261
C10 -4.93097 -0.58649 -1.30047  -0.647
O5 -1.14635 -1.48754 0.04090  -0.654
C11 -3.37214 -0.71992 -0.96439  -0.180
C12 -3.09420 0.43503 -0.09109  0.800
C13 4.16615 0.24440 0.44455  0.278
H15 -5.25262 -1.45743 -2.12605  0.248

Its multiplicity is 1. The highest occupied orbital energy comes out at -7.7 eV. The structure (SMILES) is C[C@H](NC(N)=O)C(=O)OCC(=O)Nc1ccc(OC(F)F)cc1.



(4)
Density functional theory data (wB97M-V/def2-TZVPD) for the molecule C17H25NO3 at a distorted geometry.

Each line ends with the natural charge from an NBO analysis.
Geometry (Å):
O1 0.44624 -1.37840 -0.42857  -0.511
C1 0.46896 -1.93743 4.55134  -0.531
H1 -0.96271 5.01283 -3.15443  0.210
H2 -3.31430 4.70926 -2.12996  0.204
H3 0.63457 -2.26066 -2.10569  0.074
C2 -3.01695 3.58543 -2.18406  -0.627
H4 -3.66338 3.00419 -1.43424  0.195
C3 -0.45078 -0.34366 -2.35272  0.121
C4 1.91995 -2.63868 2.55481  -0.083
N1 -1.61658 1.72707 -1.99987  -0.705
H5 -2.42707 1.24243 -1.36618  0.358
C5 -0.18513 1.10323 -1.88246  -0.269
H6 -1.82882 3.30828 0.18453  0.215
C6 1.41475 -1.94293 0.47789  0.333
C7 -0.11052 -1.25439 2.34846  -0.421
C8 3.12379 -3.30634 0.95682  -0.129
H7 -1.59595 -1.35392 4.08268  0.209
H8 -0.03584 -0.21953 2.42638  0.228
H9 -1.12128 4.66761 -0.39072  0.207
C9 2.33823 -2.80462 0.03898  -0.303
C10 -0.72300 -2.06197 3.62747  -0.344
C11 0.95220 -2.12194 1.79245  -0.078
H10 1.70553 -0.91082 -2.12679  0.197
H11 0.05841 -2.10209 5.74476  0.230
O2 -0.22479 -0.56928 -3.87216  -0.710
H12 -0.94908 -2.91337 3.34547  0.183
H13 -0.16418 3.41580 -0.20699  0.221
H14 -0.44211 -1.33282 -4.08875  0.441
H15 3.70761 -3.82496 2.97493  0.274
C12 0.68509 -1.09231 -1.60370  -0.041
H16 -1.26318 -0.68205 -2.04074  0.150
O3 2.60118 -3.24906 4.82830  -0.539
H17 -0.87069 3.45039 -4.12122  0.264
H18 0.82284 -0.77454 4.69089  0.275
H19 0.57176 1.53999 -2.48114  0.233
H20 -3.46630 3.02420 -3.12283  0.253
H21 2.63302 -2.65354 -0.96199  0.232
H22 -0.17566 0.88216 -0.88104  0.196
C13 -1.54407 3.39164 -1.79768  0.131
C14 -1.14563 3.58950 -0.42700  -0.626
H23 0.35304 3.80031 -2.75353  0.200
H24 4.10379 -3.92350 0.43658  0.188
C15 -0.77391 3.82924 -3.02944  -0.641
C16 1.52661 -2.85231 4.14843  0.544
H25 -0.89441 -1.35939 1.46165  0.218
C17 2.89877 -3.41903 2.27108  -0.224

Its multiplicity is 1. The highest occupied orbital energy comes out at -8.3 eV. The structure (SMILES) is CC(C)(C)NC[C@@H](O)COc1cccc2c1CCCC2=O. The value obtained for the energy relative to the best compared isomer or geometry (same formula, charge and spin) is 1503.2 kJ/mol.



- What is the highest occupied orbital energy in the second record?
  -8.7 eV